(1)
A single C4H8O2 molecule, computed with ωB97M-V with the def2-TZVPD basis set.

ΔE to the lowest compared entry with this formula, charge and spin in kcal/mol: 40.9
Charge: 0
SMILES: C[C@@]1(O)C[C@H]1O
HOMO level in eV: -9.3872

XYZ file:
```
14
Properties=species:S:1:pos:R:3:forces:R:3
C 1.21250 0.55286 0.61831 0.0 0.0 0.0
C 0.12626 -0.40915 0.21198 0.0 0.3 -0.1
O 0.46180 -1.76421 0.34278 0.1 -0.1 0.2
C -1.32199 -0.01980 0.40079 -0.1 0.0 0.1
C -0.73624 -0.11824 -0.97580 0.0 -0.3 0.1
O -0.58353 1.08148 -1.67431 0.2 0.0 -0.2
H 1.32994 0.57296 1.70977 0.0 0.0 -0.2
H 0.97325 1.56510 0.28128 0.0 -0.1 0.1
H 2.16908 0.24709 0.17855 -0.1 0.1 0.0
H 0.76198 -1.90538 1.24941 -0.1 -0.1 -0.1
H -2.02738 -0.78768 0.70440 0.1 0.1 -0.1
H -1.52677 0.98256 0.76763 0.1 -0.1 -0.1
H -1.03080 -0.98322 -1.57233 0.1 0.2 0.1
H 0.19189 0.98564 -2.24246 -0.1 0.1 0.0
```
Forces are in eV/Å.



(2)
2 unconnected molecules or ions with the total composition C4H8O2P in a non-equilibrium geometry, computed with ωB97M-V with the def2-TZVPD basis set.

ΔE to the lowest compared entry with this formula, charge and spin in kcal/mol: 38.0
Charge: -1
HOMO level in eV: -3.7848

XYZ file:
```
15
Properties=species:S:1:pos:R:3:forces:R:3
C 1.55133 0.42173 0.81140 -1.9 -0.8 -0.6
C 0.86115 -0.65429 1.18299 0.3 1.2 -1.6
C 1.09473 1.41062 -0.20409 -0.3 1.1 -1.0
C -2.70795 -0.21195 -1.17858 0.4 -2.1 0.6
O -4.12614 -1.47622 0.92317 1.4 0.3 -1.6
O -4.81568 -2.15274 -1.34852 -1.1 -1.1 -2.7
P -3.83763 -1.41918 -0.57754 0.8 2.4 4.1
H 2.33675 0.68672 1.41402 2.3 0.7 1.2
H 0.00283 -0.84914 0.55270 -0.3 -0.7 0.5
H 0.09418 1.09957 -0.66967 1.5 0.5 0.5
H 1.87688 1.68380 -1.03330 -1.4 -0.7 1.5
H 0.92069 2.34802 0.40127 0.0 -0.6 -0.9
H -2.60945 -0.34400 -2.28092 0.3 0.2 0.8
H 1.24323 -1.25679 1.96906 -0.2 -0.7 0.5
H -1.72600 -0.22796 -0.55769 -1.8 0.2 -1.2
```
Forces are in eV/Å.



(3)
A molecular structure, C4H8O2S in a non-equilibrium geometry, computed with ωB97M-V with the def2-TZVPD basis set.

ΔE to the lowest compared entry with this formula, charge and spin in kcal/mol: 41.9
Charge: 0
HOMO level in eV: -9.3418

XYZ file:
```
15
Properties=species:S:1:pos:R:3:forces:R:3
O -2.66455 -0.56422 -0.45699 -0.1 -0.1 0.0
C -1.99497 -0.02780 0.38454 0.3 0.4 0.0
O -2.40157 0.04630 1.67867 0.3 0.2 -0.5
C -0.67262 0.66416 0.07396 -1.1 0.7 1.3
C 0.54798 -0.26411 0.26402 -0.6 0.8 0.4
C 1.61440 0.16387 -0.72718 -0.8 0.2 -1.6
S 3.37257 -0.11344 -0.39234 -1.2 -4.1 -1.9
H -3.30972 -0.28138 1.64756 -0.2 -0.2 0.3
H -0.89211 1.17499 -0.87511 0.7 -0.7 -0.1
H -0.53344 1.47885 0.80608 -0.2 -0.2 -0.3
H 0.19929 -1.29214 0.15345 0.5 -0.1 -0.2
H 0.83196 -0.10944 1.31524 0.3 -0.3 -0.4
H 1.35021 -0.37564 -1.65266 0.4 0.1 0.3
H 1.43394 1.19777 -1.09436 0.4 -0.3 0.9
H 3.11864 -1.69779 -1.12487 1.2 3.6 1.9
```
Forces are in eV/Å.



(4)
A single C4H8O2S molecule in a non-equilibrium geometry, computed with ωB97M-V with the def2-TZVPD basis set.

ΔE to the lowest compared entry with this formula, charge and spin in kcal/mol: 84.8
Charge: 0
SMILES: O[C@@H]1C[C@H](O)[C@@H]1S
HOMO level in eV: -9.2642

XYZ file:
```
15
Properties=species:S:1:pos:R:3:forces:R:3
O -0.26623 -0.15584 2.11390 -0.3 -1.1 1.1
C -0.04600 0.46065 0.93717 1.0 1.9 -2.5
C -1.07199 0.37033 -0.24214 -0.3 1.8 -0.5
C 0.24311 0.34135 -1.13579 -0.1 5.3 1.0
O 0.39794 -0.38465 -2.22340 -3.7 -4.2 -0.9
C 1.12922 0.00180 -0.01940 -2.3 -1.4 3.3
S 1.28005 -1.76965 -0.06432 2.2 -0.6 -2.2
H -1.19006 0.04514 2.22843 -0.6 -0.3 1.0
H 0.13178 1.53119 1.08968 0.1 0.1 0.2
H -1.88781 -0.35751 -0.17360 0.9 -1.0 -0.3
H -1.73090 1.26998 -0.48187 1.2 -0.6 0.6
H 0.58569 1.44690 -1.27945 -1.2 -1.4 -0.6
H -0.25756 -1.15410 -1.78635 2.9 1.6 -2.9
H 1.98919 0.58617 0.08726 1.7 0.2 0.1
H 0.69357 -2.23178 0.94989 -1.2 -0.2 2.5
```
Forces are in eV/Å.



(5)
A single C4H8O2S molecule in a non-equilibrium geometry, computed with ωB97M-V with the def2-TZVPD basis set.

ΔE to the lowest compared entry with this formula, charge and spin in kcal/mol: 48.6
Charge: 0
SMILES: OC[C@@H]1[C@@H](O)[C@@H]1S
HOMO level in eV: -8.5220

XYZ file:
```
15
Properties=species:S:1:pos:R:3:forces:R:3
O -1.39618 1.16340 -0.82992 -0.6 0.4 -0.6
C -0.96755 1.17724 0.49539 0.7 -1.8 1.1
C 0.29273 0.31849 0.67934 0.6 -0.6 0.0
C 1.07231 -0.32178 -0.47283 -1.1 0.3 -0.5
O 2.44468 -0.46412 -0.29771 0.9 -1.1 -0.7
C 0.15881 -1.17126 0.36840 0.7 -0.2 0.6
S -1.38100 -1.93593 -0.14116 0.1 0.2 -0.1
H -0.96309 1.87139 -1.30673 0.1 0.1 -0.2
H -0.79997 2.15260 0.90340 0.0 0.8 0.1
H -1.73425 0.65044 1.11182 0.2 0.6 -0.5
H 0.93101 0.53319 1.55227 -0.5 0.0 -0.4
H 0.79085 -0.07648 -1.51931 -0.1 -0.2 0.8
H 2.75765 -1.21576 -0.87934 -0.6 1.3 1.0
H 0.69795 -1.83925 1.07332 -0.4 0.5 -0.6
H -1.90395 -0.84218 -0.73694 0.1 -0.3 0.0
```
Forces are in eV/Å.



(6)
A single C4H8O2S molecule in a non-equilibrium geometry, computed with ωB97M-V with the def2-TZVPD basis set.

ΔE to the lowest compared entry with this formula, charge and spin in kcal/mol: 39.8
Charge: 0
HOMO level in eV: -9.1381

XYZ file:
```
15
Properties=species:S:1:pos:R:3:forces:R:3
C 1.18649 -0.57410 0.00141 0.6 1.4 0.0
C -0.90277 -0.09882 -1.25909 0.3 0.1 0.2
C -0.90471 -0.09759 1.25882 0.3 0.1 -0.2
C -0.07939 0.21840 0.00035 -0.6 -0.3 0.0
O 3.71820 -0.71530 0.00048 0.7 0.0 0.0
O 0.32214 1.57773 0.00004 -0.2 0.4 0.0
S 2.60585 0.23750 -0.00063 -1.1 -1.2 0.0
H 1.13777 -1.64956 0.00294 0.2 -0.2 0.0
H -1.82434 0.48092 -1.26109 -0.1 0.0 0.0
H -1.15447 -1.15465 -1.29080 -0.1 -0.1 0.0
H -0.32755 0.15435 -2.14632 0.0 0.0 -0.1
H -1.82820 0.47904 1.25664 -0.1 0.0 0.0
H -1.15303 -1.15406 1.29355 -0.1 -0.1 0.0
H -0.33245 0.16069 2.14649 0.0 0.0 0.1
H -0.46355 2.13542 -0.00280 0.0 0.0 0.0
```
Forces are in eV/Å.



(7)
A single C4H8O3 molecule, computed with ωB97M-V with the def2-TZVPD basis set.

ΔE to the lowest compared entry with this formula, charge and spin in kcal/mol: 45.8
Charge: 0
SMILES: CO/C(O)=C/CO
HOMO level in eV: -8.0448

XYZ file:
```
15
Properties=species:S:1:pos:R:3:forces:R:3
C -2.70914 -0.24372 -0.17695 -0.2 -0.1 -0.1
O -1.66214 0.33139 0.59255 0.2 0.0 0.0
C -0.40214 0.11665 0.17810 0.2 0.2 0.2
O -0.29508 -0.75833 -0.84031 0.1 0.0 0.0
C 0.64602 0.72837 0.75406 -0.1 -0.1 -0.1
C 2.02310 0.52791 0.20612 0.0 0.3 0.1
O 2.24899 -0.87883 -0.02915 0.2 -0.1 -0.1
H -2.65011 -1.33565 -0.18674 0.0 0.2 0.0
H -3.63292 0.07635 0.30669 0.1 -0.1 -0.1
H -2.68549 0.12375 -1.20804 0.0 -0.1 0.1
H 0.63848 -1.06181 -0.83150 -0.1 0.0 0.0
H 0.48068 1.37363 1.60752 0.0 -0.1 -0.1
H 2.15558 1.05931 -0.75110 0.0 -0.1 0.1
H 2.77332 0.91252 0.90673 -0.1 -0.1 -0.1
H 3.07085 -0.97153 -0.52799 -0.1 0.0 0.1
```
Forces are in eV/Å.



(8)
A single C4H8O3 molecule in a non-equilibrium geometry, computed with ωB97M-V with the def2-TZVPD basis set.

ΔE to the lowest compared entry with this formula, charge and spin in kcal/mol: 40.3
Charge: 0
SMILES: O=C(O)CCCO
HOMO level in eV: -10.3825

XYZ file:
```
15
Properties=species:S:1:pos:R:3:forces:R:3
O -1.44118 0.33916 2.80167 2.8 2.4 -2.3
C -0.67788 0.81110 1.92490 -2.5 -3.5 -1.6
O 0.27424 1.73490 2.03456 -2.1 1.6 4.0
C -0.78669 0.25716 0.37637 -2.5 -1.0 1.9
C 0.49707 -0.27106 -0.25831 0.4 3.4 -1.1
C 0.28830 -0.91059 -1.57942 -1.2 0.3 -1.8
O 1.40088 -1.51841 -2.25616 -1.1 -0.2 1.1
H -0.04609 2.17722 2.96376 1.7 -1.2 -2.7
H -1.46840 0.95343 -0.20868 1.6 -0.2 0.4
H -1.54357 -0.59776 0.47599 1.2 0.8 0.2
H 1.13825 0.62944 -0.45522 -0.1 -0.7 0.5
H 1.01747 -0.94512 0.32824 1.0 -1.2 1.7
H -0.48255 -1.65073 -1.45685 -0.1 -0.9 -0.1
H -0.20574 -0.16446 -2.23372 0.4 -0.2 0.0
H 2.03589 -0.84429 -2.45713 0.5 0.6 -0.1
```
Forces are in eV/Å.



DFT total energy values (in Ha) by entry order: -307.647192, -649.063710, -705.828808, -705.760454, -705.818224, -705.832121, -382.891906, -382.900621.
Molecular weight values (in g/mol) by entry order: 88.1, 119.1, 120.2, 120.2, 120.2, 120.2, 104.1, 104.1.